The following is a quantum chemistry calculation of a molecular structure, C15H31IN2O2PdSi3, from the Open Molecules 2025 dataset.

Results
Calculated total energy, a.u.: -2144.2559
Frontier orbital gap, eV: 7.26
Max |F|, Eh/bohr: 0.026

Atoms and positions in Å:
1 Pd 0.737 0.685 0.641
2 C -2.519 -1.072 -0.025
3 O -1.713 -0.018 0.432
4 Si -2.074 1.113 1.581
5 C -3.577 2.143 0.975
6 C -2.691 0.182 3.144
7 C -0.505 2.160 1.769
8 Si -0.108 3.169 0.200
9 C -1.149 4.781 0.259
10 C -0.619 2.286 -1.435
11 C 1.713 3.785 0.068
12 Si 0.901 1.576 2.810
13 C 2.753 2.114 3.019
14 C 0.421 1.080 4.603
15 C 0.792 -1.758 2.156
16 H -3.484 -0.698 -0.382
17 H -2.696 -1.801 0.772
18 H -1.996 -1.566 -0.847
19 H -4.483 1.540 0.985
20 H -3.436 2.510 -0.038
21 H -3.752 3.001 1.615
22 H -3.682 -0.221 2.960
23 H -2.766 0.819 4.016
24 H -2.047 -0.656 3.387
25 H -2.198 4.575 0.095
26 H -0.822 5.471 -0.513
27 H -1.058 5.285 1.214
28 H -1.667 2.483 -1.635
29 H -0.514 1.199 -1.336
30 H -0.055 2.619 -2.300
31 H 1.981 4.407 0.915
32 H 1.831 4.390 -0.824
33 H 2.427 2.965 0.018
34 H 2.801 3.009 3.634
35 H 3.234 2.329 2.069
36 H 3.333 1.337 3.515
37 H 0.219 1.985 5.164
38 H 1.207 0.547 5.127
39 H -0.477 0.480 4.625
40 H 1.128 -2.167 0.310
41 H 0.091 -1.398 2.906
42 H 2.072 -2.065 3.578
43 O 1.987 -2.218 2.632
44 N 0.442 -1.772 0.955
45 I 3.815 2.814 -3.439
46 C 3.625 1.407 -1.874
47 C 4.686 1.170 -1.013
48 C 4.471 0.272 0.021
49 C 3.234 -0.341 0.138
50 N 2.234 -0.152 -0.730
51 C 2.431 0.722 -1.715
52 H 5.644 1.654 -1.141
53 H 5.255 0.031 0.723
54 H 3.078 -1.080 0.913
55 H 1.619 0.851 -2.419